# 1
63
Properties=species:S:1:pos:R:3:forces:R:3 method="wB97M-V/def2-TZVPD" de_lowest_kj_mol=91.19 lumo_energy_ha=0.023 smiles="CC(C)N(C(=O)Cn1cc(SCC(=O)NC[C@@H]2CCCO2)c2ccccc21)C(C)C" orbital_gap_ev=8.7
N 0.209092 1.431248 0.837896 0.0 0.0 0.0
C 1.200907 1.732874 -1.417135 -0.1 0.3 0.5
C -2.516876 2.747023 3.616646 -0.2 0.0 0.1
C -2.499497 1.447395 3.164806 0.0 0.0 0.0
H 0.158225 -3.645516 -1.678780 0.1 0.0 0.0
H -2.740140 1.823172 -2.370785 -0.1 0.0 -0.1
H 0.946498 -0.315911 -3.226563 0.0 -0.1 0.0
C -0.633168 3.354745 2.220339 0.1 0.1 -0.1
H -0.840780 -3.717493 0.693964 0.1 0.1 0.1
O 1.322694 -2.126367 -1.041289 -0.2 0.1 0.0
C -1.223734 -0.126621 1.547565 -0.1 -0.6 -0.3
N 0.071012 2.045052 -2.079602 0.0 0.0 -0.1
H 2.809199 -0.792694 -1.414397 0.0 -0.1 0.1
H 2.084039 -4.077287 0.668604 0.0 -0.1 -0.1
C -0.038770 0.039685 -3.508166 -0.1 0.2 0.0
H 3.233010 -2.076495 -0.244650 0.0 0.0 0.0
C 3.167172 -2.777128 -2.307929 -0.2 0.1 0.2
H 0.977868 -5.310460 -0.002480 0.1 0.0 0.0
H -1.635536 4.697464 3.530432 0.0 0.1 0.0
H -0.549191 -1.793937 3.647182 0.1 -0.1 -0.1
C 0.396507 -2.988578 2.126941 -0.4 0.0 0.2
C -1.594562 3.687379 3.150516 0.0 0.1 0.0
H -2.128059 1.110889 -0.875526 0.0 -0.1 0.1
H -1.937855 4.764901 -1.821474 -0.1 0.1 0.0
H 0.734705 1.874125 -5.422910 0.0 0.0 -0.1
H -1.608440 3.923514 -3.331704 -0.1 0.0 -0.1
O 2.164331 1.207425 -1.947697 0.3 -0.1 -0.1
C -0.837397 -2.492635 2.863001 -0.3 0.3 -0.1
H -3.251874 3.052245 4.346481 -0.1 0.0 0.1
H 0.888360 3.276441 -4.359469 0.0 0.1 0.0
C -0.607514 2.045317 1.753195 -0.5 0.0 0.4
H 4.231243 -2.992229 -2.253472 0.1 0.0 0.0
C 2.705259 -1.852276 -1.181478 0.5 0.1 -0.1
C -0.088634 1.565911 -3.459834 0.3 -0.2 -0.3
H 0.349357 -0.545207 0.057439 0.1 -0.2 -0.2
H -0.720377 3.159396 -0.522924 0.0 0.0 -0.1
H -3.034016 2.620556 -0.827001 -0.1 0.1 0.0
H 1.297908 3.109482 0.271385 0.0 -0.1 0.0
O 1.518772 -2.787679 2.539271 0.4 0.1 0.1
S -2.042049 -1.671508 1.758420 0.1 0.2 0.2
C 1.131772 -4.237853 0.157197 0.1 0.2 -0.3
H -0.767795 -0.385313 -2.822032 -0.1 -0.1 0.1
C -2.309231 2.046576 -1.398374 0.3 0.1 0.1
C 1.138983 -3.517535 -1.204188 -0.1 -0.5 0.2
H 1.939452 1.874495 -4.128586 0.0 0.0 0.0
C 2.296627 -4.021943 -2.094459 -0.1 0.1 0.0
N 0.110656 -3.725417 1.033813 -0.1 -0.3 -0.4
C -0.166905 0.125664 0.718071 -0.2 -0.2 0.2
H 2.948867 -2.318292 -3.272073 0.0 0.0 0.0
H -0.263050 -0.301364 -4.515751 0.0 -0.1 -0.1
H 2.851469 -4.804258 -1.577260 0.0 -0.1 0.0
H -3.208914 0.715603 3.520638 -0.1 -0.1 0.0
H 0.077071 4.094425 1.878837 0.1 0.1 0.0
C -1.538153 1.087391 2.224127 0.3 0.3 -0.1
H -0.284918 4.672601 -2.433879 0.1 0.1 0.0
H 1.928138 -4.426530 -3.034810 0.0 -0.1 0.0
H -1.366355 -3.339615 3.302208 0.0 0.0 0.1
C 1.281321 2.032039 0.092197 0.4 0.0 -0.2
C 0.938444 2.191009 -4.403214 -0.1 0.0 0.1
C -1.012090 2.848295 -1.524689 -0.4 0.2 0.1
H -1.084353 1.881475 -3.779341 0.1 0.0 0.1
C -1.222445 4.129585 -2.337295 0.1 -0.2 0.2
H 2.243724 1.619200 0.419420 -0.2 0.2 -0.1

# 2
63
Properties=species:S:1:pos:R:3:forces:R:3 method="wB97M-V/def2-TZVPD" s_squared=6.035 multiplicity=5 charge=-1 de_lowest_kj_mol=144.54 lumo_energy_ha="0.037 / -0.016" orbital_gap_ev="6.2 / 4.7"
H 2.842890 -2.176459 -3.653032 0.2 0.0 -0.1
Se -2.122410 0.818341 1.478268 -4.0 -0.2 2.0
H 1.124390 -3.623259 -5.016432 0.1 -0.1 -0.2
H -5.286210 -3.405459 -1.989632 -0.2 -0.1 0.0
C 1.792190 -2.258759 -3.437932 0.0 -0.1 -0.2
C 4.652190 0.327341 1.016068 0.7 -0.3 0.2
O 6.792590 1.291141 1.273768 0.6 0.9 0.0
O 6.606790 -0.954059 1.307268 0.4 -0.9 0.1
H 0.707690 -4.951159 1.708468 0.0 -0.1 0.0
C -0.412010 -1.959359 2.797668 -0.2 -0.2 0.3
C -2.797610 2.065841 -1.972932 0.1 0.2 -0.1
C -0.178710 -1.838159 -2.292132 0.0 -0.4 -0.2
Se -3.657610 4.607441 0.456868 0.0 -0.6 0.1
C -3.316910 -2.434859 -2.015832 0.2 0.0 0.1
S -2.856110 -2.483459 0.503568 -0.3 -0.1 -0.6
H 4.638390 2.448941 0.779968 0.2 0.0 0.0
C 2.649090 1.600741 0.747368 0.8 -0.5 0.0
C 1.460590 5.169441 0.685968 -0.5 -0.2 0.2
C 1.664190 -3.057359 1.412468 0.1 0.2 0.1
H 4.349790 -1.739859 1.454868 0.2 -0.1 0.0
H -0.519510 5.744541 1.352568 -0.1 0.0 0.0
C 1.545190 -1.692259 1.627668 -0.4 -0.5 0.4
C -0.386710 -3.328459 2.599768 0.2 0.0 0.0
Ru -0.053710 0.637641 0.903868 0.9 -0.8 -1.5
H -1.189910 -3.935559 2.980468 -0.1 -0.1 0.1
H 3.308590 4.213741 0.149968 0.1 0.0 0.0
C -1.553410 2.598841 -1.955232 0.3 -0.2 0.0
H 1.801390 6.168941 0.466168 0.0 0.1 0.0
C 0.927690 -3.015259 -4.156132 -0.4 -0.1 0.0
C -4.332810 -3.150359 -0.076232 0.4 0.2 0.3
N 0.523290 -1.150859 2.320768 0.3 -0.3 -0.2
C 6.224590 0.207241 1.218468 -1.3 0.1 -0.2
N 0.560490 2.581441 1.219368 0.6 1.0 -0.2
H -3.707310 0.081341 -1.781632 0.0 -0.1 0.1
C 1.834190 2.803341 0.786268 -0.3 0.7 0.0
C 3.873290 -0.807159 1.204268 -0.5 0.3 -0.2
H -1.259310 3.628041 -2.035832 -0.1 0.2 0.0
C 0.179090 4.943041 1.178268 0.5 0.2 -0.1
C -0.214310 3.649141 1.440368 -0.5 -0.2 0.2
C 2.494990 -0.684959 1.158468 0.6 0.1 -0.1
Se -4.836910 2.637541 3.730068 0.1 -0.5 -0.7
Sb -4.110810 2.379141 1.402868 0.0 2.3 0.7
H 2.500890 -3.439059 0.846968 0.0 0.0 0.0
S -0.326110 1.379941 -1.798932 -0.9 0.0 -0.2
C 1.155490 -1.586659 -2.371332 -0.1 0.1 0.2
C 4.039790 1.552041 0.817368 -0.7 0.1 -0.1
H -1.212610 -1.485759 3.358868 0.0 0.0 -0.1
C 2.298990 4.086841 0.507268 0.0 -0.5 0.1
C 0.667890 -3.887459 1.892468 -0.1 0.2 0.1
C -1.552910 0.130441 -1.693932 0.1 0.2 -0.2
H -1.197510 3.459841 1.856568 0.1 0.0 -0.2
S -0.676710 -2.927559 -3.536632 0.6 0.1 0.0
C -4.437310 -3.060959 -1.425332 -0.2 -0.1 0.0
H -3.704210 2.646141 -2.055432 0.1 0.1 0.0
H 1.674190 -0.935159 -1.686932 0.0 0.0 0.2
N 1.912590 0.482341 0.861768 2.0 0.0 0.1
Se -5.891510 1.284741 0.124568 -0.3 -0.4 -0.1
C -1.120310 -1.259859 -1.259832 -0.2 0.2 -0.4
C -2.797810 0.655741 -1.822032 0.3 -0.1 -0.2
H -3.223210 -2.243159 -3.070832 0.0 0.1 -0.1
H -5.037410 -3.542959 0.629668 -0.2 -0.2 0.1
O -0.457410 -1.187059 -0.054032 0.6 0.5 0.6
C -2.376110 -2.078559 -1.099532 0.0 0.0 0.3

# 3
56
Properties=species:S:1:pos:R:3:forces:R:3 method="wB97M-V/def2-TZVPD" s_squared=12.005 multiplicity=7 charge=-3 lumo_energy_ha="0.219 / 0.219" orbital_gap_ev="2.4 / 4.0"
C 5.068269 0.896173 0.710700 3.3 0.5 4.9
C 5.791509 1.071633 -0.588180 4.2 1.7 -1.7
Mn -0.159261 0.255953 -0.940600 0.8 1.0 -2.6
O -0.345841 -3.928137 0.023520 1.1 -0.6 -0.4
C 5.118979 0.924293 -1.785010 -2.2 -0.5 -0.8
H -4.687221 0.498523 1.920730 0.0 0.1 -0.3
H -3.024711 -5.012727 0.948670 0.0 -0.4 -0.3
H -0.236131 3.047433 4.326320 -0.1 -0.2 -0.1
O -2.228901 -0.201617 -0.861300 0.0 -0.8 0.1
C 2.371229 -3.070257 -2.162910 -0.4 1.4 -0.3
H 1.899269 -2.650977 -3.051470 -0.7 0.3 0.3
O 1.468899 -3.660257 -1.216680 -1.4 -1.1 0.9
H -1.363711 -4.012367 1.759440 0.5 0.1 0.1
O -0.466151 0.982163 1.019250 -0.7 0.6 3.1
H 0.256669 4.487503 3.475350 0.5 -0.1 -0.3
C 1.176799 3.255503 1.244490 0.9 -0.9 -0.5
C -2.794101 -4.188687 0.273490 -0.2 -0.3 0.4
H -4.259831 -1.191657 1.543180 -0.5 -0.2 -0.2
C 3.017519 0.513273 -0.446650 1.0 0.5 2.2
N -4.319661 0.142393 -0.149940 -1.5 -0.3 2.4
C -0.251351 1.459283 -3.256970 6.3 -2.3 1.1
H -2.753131 -4.580107 -0.742990 0.0 0.3 0.0
C -0.417441 1.553343 2.130440 0.9 0.7 -2.5
H 1.048689 4.329083 1.106270 -0.5 0.0 0.5
H 2.222899 3.055013 1.475940 0.2 0.2 0.1
C 3.703819 0.691403 -1.851620 -0.1 -0.7 0.9
H -3.651221 -3.535127 0.435730 0.1 0.3 -0.5
H 1.056469 2.807993 0.257900 -0.5 -0.3 0.2
H -6.417971 0.662643 0.315140 0.4 -1.5 0.5
H -5.675681 1.626803 -0.674760 0.4 0.3 -0.8
C 0.470579 3.424553 3.587100 -0.1 -2.2 -0.8
H 1.473129 3.121823 3.889360 0.2 1.1 0.7
O -0.287721 2.004573 -2.140400 -3.9 5.4 5.1
H 3.013969 -3.843377 -2.583930 0.1 -0.2 0.9
O 0.151329 0.286953 -3.070020 -2.3 -9.2 1.6
N 0.378179 2.639073 2.310780 -1.2 1.3 0.5
H -5.966391 -0.001407 -1.345910 -0.7 0.1 0.2
C 3.758459 0.676103 0.826390 -4.3 -0.7 -4.5
C -1.493581 -3.562667 0.775060 -0.5 0.3 0.7
O 7.058389 1.450813 -0.639660 -2.8 -1.1 1.0
H 5.543869 0.994743 -2.775420 0.7 0.2 0.1
O 0.301529 1.859333 -4.237240 -1.1 6.0 -7.0
O 2.956119 0.526593 -2.816890 1.2 0.2 0.3
H -3.025951 -0.014137 1.432320 0.1 0.3 0.3
H -3.760211 0.386313 -2.077290 0.2 -0.1 -0.1
O 0.051089 -1.901647 -0.902080 0.3 -1.6 0.5
C -5.660621 0.557923 -0.461750 -0.3 1.1 -1.3
H 2.865229 -2.239427 -1.659120 0.4 -0.2 -0.3
O 5.664789 0.955543 1.871780 0.7 0.2 -2.2
O 1.816949 0.218893 -0.455950 -0.4 -0.3 0.4
C -4.095821 -0.148517 1.272900 1.4 -0.1 -0.6
C 0.383589 -3.044307 -0.689180 0.1 1.0 -1.4
H -1.027401 1.268133 3.001540 0.2 -0.1 -0.1
H -1.599671 -2.493187 0.956860 0.3 0.1 -0.6
C -3.384531 0.082293 -1.088020 -0.1 0.7 0.0
H 3.265989 0.566553 1.781300 0.0 -0.1 0.0

# 4
60
Properties=species:S:1:pos:R:3:forces:R:3 method="wB97M-V/def2-TZVPD" charge=+1 de_lowest_kj_mol=10.16 lumo_energy_ha=-0.120 orbital_gap_ev=7.8
N -0.563259 2.249924 3.187034 0.0 0.0 0.0
C 1.285646 -1.020134 5.237630 0.0 0.0 0.0
C 0.101427 -0.078821 3.402016 -0.1 0.1 -0.1
H -4.039155 5.667377 1.193601 0.0 0.0 0.0
H -1.923625 -2.791974 -2.843350 0.0 0.0 0.0
N -1.617553 3.577656 -2.694196 0.0 0.0 0.0
Bi -0.581857 -1.256228 0.189955 0.2 0.2 0.3
H 1.040986 -5.182435 -3.441542 0.0 0.0 0.0
N -0.266376 -1.278547 2.954118 0.1 0.0 0.0
C 1.995956 -4.285645 -1.807955 0.0 0.1 0.0
N 1.022635 1.409462 -2.905098 0.0 -0.1 0.0
C 1.584090 -3.238939 -1.030564 0.1 0.0 -0.1
C 2.214252 -2.604217 0.167137 0.1 -0.1 0.0
N 0.995903 -4.465619 -2.729255 0.0 0.1 0.0
O 0.599875 0.107923 -1.109929 0.1 0.1 -0.1
C 0.880557 0.104741 4.531799 0.0 0.0 0.0
H 1.183541 -3.168519 5.311420 0.0 0.0 0.0
H 3.947569 -4.287756 -0.392956 0.0 -0.2 -0.1
H 1.204660 1.091192 4.835329 0.0 0.0 0.0
O 1.536888 -1.648932 0.710757 -0.1 -0.1 0.1
H -3.698703 5.545050 3.638248 0.0 0.0 0.0
H -0.961078 -2.991251 -4.313210 0.0 0.0 0.0
C -1.201211 -3.433294 -3.344926 -0.1 0.0 0.0
O 3.154521 -6.064562 -2.736651 0.1 0.1 0.0
H 2.827869 2.432655 -2.709939 0.0 0.0 0.0
N -3.128650 1.679337 -2.178638 -0.1 0.1 0.0
C 1.886160 2.329113 -2.172233 0.1 0.0 0.0
C -2.603811 4.141540 0.758698 0.0 -0.1 0.0
C 0.024517 -3.562345 -2.516163 0.0 0.0 -0.1
O 4.138715 -5.045630 -1.019927 0.0 0.4 0.3
N -2.225715 -0.393627 -1.259928 -0.1 -0.1 -0.3
C -3.326137 4.968384 1.607630 0.0 0.0 0.0
C 0.440793 0.394724 -2.329343 -0.1 0.0 0.0
N 0.361058 -2.795131 -1.492848 0.0 -0.1 0.2
N -0.455516 0.901758 1.282940 0.0 0.1 -0.1
O 3.291847 -3.010183 0.580300 0.0 -0.1 -0.2
H 1.395988 3.300619 -2.112215 0.0 0.0 0.0
H -0.502071 2.223817 4.192840 0.0 0.0 0.0
C -2.625082 0.624553 -1.696928 0.0 -0.1 0.2
H 1.751345 1.541096 -4.862253 0.0 0.0 0.0
C 0.890256 -2.267602 4.792234 0.0 0.0 0.0
C -2.223270 4.003160 3.519902 0.0 0.0 0.0
H 0.045581 1.036342 -4.716111 0.0 -0.1 0.0
C -1.483867 3.202723 2.667768 0.0 0.0 -0.1
H -0.193830 -3.310620 3.257237 0.0 0.0 0.0
H 1.909187 -0.918463 6.115181 0.0 0.0 0.0
H -2.745108 4.189765 -0.313720 0.0 0.0 0.0
C -3.133692 4.900665 2.978991 0.0 0.0 0.0
C 0.119584 -2.347445 3.642605 0.0 0.0 0.0
H 0.478329 2.720147 -4.431573 0.0 0.0 0.0
H -0.215810 -0.200135 -2.964446 0.0 -0.1 0.0
S -0.594272 2.310463 0.285847 0.0 -0.1 0.0
H 2.070424 1.942382 -1.175843 0.0 0.0 0.0
C -0.332739 1.074290 2.559108 0.0 -0.1 0.1
C 3.173621 -5.205327 -1.891969 -0.2 -0.2 0.1
C -2.320687 2.690697 -2.449227 0.2 0.0 -0.2
C -1.664270 3.272388 1.293817 -0.1 0.1 0.1
H -2.086503 3.934295 4.592423 0.0 0.0 0.0
H -1.657856 -4.406292 -3.522334 0.0 0.0 0.0
C 0.817926 1.691447 -4.321320 -0.1 0.1 0.0

# 5
15
Properties=species:S:1:pos:R:3:forces:R:3 method="wB97M-V/def2-TZVPD" de_lowest_kj_mol=36.97 lumo_energy_ha=-0.011 smiles=N#Cc1cncc(O)n1.O orbital_gap_ev=9.2
C 0.152792 0.073421 2.267416 0.3 0.1 -0.3
H 0.748644 -0.194816 -3.514662 -0.3 0.4 0.3
C -0.938242 -0.670979 -0.072930 0.5 1.1 0.7
H -0.880768 -0.260426 -1.959610 0.1 -0.3 0.3
H 0.597811 0.474033 3.178595 -0.2 -0.1 -0.3
C 0.920425 -0.186175 1.138116 -0.5 -0.1 0.6
O -1.510334 -0.572708 -1.258150 -0.5 -0.8 -0.4
N 3.239180 0.946593 0.784221 -1.0 -0.6 0.4
N 0.378879 -0.710270 0.025063 0.1 1.0 -0.7
C -1.732941 -0.416442 1.078606 0.0 0.0 -0.1
H 0.655994 1.149940 -2.758274 0.1 0.0 0.0
H -2.821364 -0.383544 0.981293 0.3 -0.1 0.1
C 2.251789 0.385992 1.013964 0.9 0.0 -0.4
N -1.180879 -0.074277 2.222119 -0.1 -0.3 0.0
O 0.119021 0.439660 -3.125761 0.3 -0.3 -0.3

# 6
9
Properties=species:S:1:pos:R:3:forces:R:3 method="wB97M-V/def2-TZVPD" de_lowest_kj_mol=443.78 lumo_energy_ha=0.035 smiles=FC(F)(F)N1CO1 orbital_gap_ev=11.0
H -1.084833 -1.077878 0.543149 -4.1 1.6 -0.3
C -0.115497 -1.272152 0.443345 1.1 0.0 -0.5
F -0.052400 1.276861 -1.624501 0.0 0.0 0.2
H 0.081743 -2.029696 1.086006 1.5 -2.5 1.7
F -1.081554 1.263600 0.298450 -1.1 0.3 -0.2
N 0.867293 -0.326104 0.216979 -0.2 5.2 -1.2
F 0.833360 2.160048 0.154560 0.6 0.8 -0.2
C 0.070718 1.227531 -0.324667 1.9 -3.9 2.1
O 0.481170 -1.222208 -0.793320 0.2 -1.4 -1.5

# 7
12
Properties=species:S:1:pos:R:3:forces:R:3 method="wB97M-V/def2-TZVPD" de_lowest_kj_mol=168.13 lumo_energy_ha=-0.056 orbital_gap_ev=7.0
P -2.834169 -0.384555 0.372910 1.6 0.6 0.4
H 3.174776 -0.942784 -0.501943 -2.2 1.5 0.3
C 0.066809 -0.320456 -0.031285 -4.1 0.0 0.4
N 2.285769 -0.324549 -0.343904 4.3 -2.0 -0.2
H -2.934184 2.105666 0.442754 -0.8 0.3 0.4
C 1.177988 -1.164668 -0.244873 1.8 0.9 0.2
C -2.283228 1.262110 0.401274 -2.0 -3.0 -0.8
N -0.109574 0.887567 -0.114379 0.3 0.0 0.2
H -1.190477 -0.956124 0.186642 0.0 0.5 0.0
N -1.093192 1.659117 0.044153 2.4 2.9 -0.2
O 1.161131 -2.353265 -0.399537 0.2 -0.4 -0.1
H 2.578352 0.531941 0.188188 -1.5 -1.3 -0.7

# 8
32
Properties=species:S:1:pos:R:3:forces:R:3 method="wB97M-V/def2-TZVPD" lumo_energy_ha=-0.032 orbital_gap_ev=8.8
H 1.756158 0.888949 -1.112578 0.1 0.0 0.1
H -1.894456 0.833110 1.373813 0.1 0.1 -0.1
O -0.615866 -2.629498 1.661457 0.0 0.0 0.1
H 1.151587 -0.873727 0.595982 0.2 0.2 0.2
C -0.131275 -2.654022 -0.723600 0.0 0.1 0.2
O -3.758126 2.518193 -0.422556 -0.2 0.4 -0.2
H -0.194168 4.004894 0.962617 0.0 0.1 0.1
C 2.034110 -0.242017 0.749367 0.1 -0.2 -0.1
P 0.936208 3.640455 0.227383 0.0 -0.2 0.0
O -3.310215 0.333114 -0.733980 0.4 -0.2 -0.1
N 0.702708 1.832583 0.457863 0.0 -0.2 -0.1
C -0.322522 -3.273706 0.686390 0.1 0.0 -0.3
S 1.097485 4.198947 -1.571281 0.0 0.0 0.0
C 1.906287 1.028074 -0.038458 -0.2 0.0 0.1
F 1.633679 -5.354956 -0.854097 -0.1 0.0 0.0
H 1.987631 3.803856 1.127400 0.0 0.1 0.1
H -3.106958 0.212675 -1.674391 -0.3 0.2 0.2
H 2.907152 -0.788393 0.377908 -0.1 0.1 0.1
O 0.242764 -3.562523 -1.547318 -0.1 0.0 -0.1
H -0.593353 1.903276 -1.199927 0.0 0.0 0.2
C -3.053410 1.579343 -0.250335 0.3 -0.4 0.1
O -0.066906 -4.544888 0.589617 -0.1 0.0 0.1
F 2.993311 1.846785 0.169369 0.0 -0.1 -0.1
C -0.563031 1.367688 -0.243200 -0.1 -0.1 -0.1
F -0.564071 -5.793236 -1.373651 0.1 0.0 0.1
H 0.610388 1.615422 1.457233 0.0 0.1 -0.1
H -1.783103 2.599504 1.102839 0.0 -0.1 -0.1
O -0.279724 -1.462900 -0.949587 0.1 -0.2 -0.3
H -0.434484 0.300809 -0.449868 -0.1 0.1 0.1
B 0.333239 -4.922838 -0.821649 0.0 0.1 0.0
H 2.181423 -0.026013 1.813756 0.0 0.0 -0.1
C -1.802471 1.621033 0.613479 0.0 -0.1 0.2

The records above give, respectively, E values of -45836.233; -344006.030; -76881.297; -64512.022; -13830.457; -13792.500; -18977.325; -50186.520 eV.